C28H49CrN2OP3Se | ωB97M-V/def2-TZVPD

HOMO (spin up / spin down), eV: -14.957 / -14.959
Charge: +3
Spin multiplicity: 4
Electronic energy, hartree: -5749.97698

Each line ends with the Mulliken spin population.
Element x y z (Å)
Cr: -0.150 -0.972 -2.091  2.527
P: -1.327 -2.433 -0.713  -0.065
P: 1.818 -0.579 0.183  -0.005
P: 1.738 -2.058 -3.160  -0.175
H: -1.645 1.141 -3.234  -0.002
C: -1.359 0.099 -3.453  -0.104
C: -2.131 -1.022 -2.879  -0.176
H: -3.068 -0.762 -2.348  -0.001
C: -2.226 -1.133 0.204  0.014
C: -0.264 -3.332 0.446  0.004
C: -2.469 -3.696 -1.339  0.002
C: 2.909 0.887 0.056  -0.003
C: 1.154 -0.216 1.860  -0.022
C: 3.163 -1.762 0.723  0.005
C: 1.537 -2.245 -4.951  0.000
C: 1.964 -3.739 -2.490  0.020
C: 3.331 -1.196 -2.988  0.003
H: -1.190 0.019 -4.518  -0.002
H: -2.295 -1.880 -3.534  0.009
H: -2.499 -0.306 -0.470  0.001
H: -1.611 -0.685 0.995  -0.015
H: -3.152 -1.540 0.627  -0.003
H: 0.113 -2.684 1.246  0.001
H: 0.598 -3.722 -0.112  -0.008
H: -0.819 -4.181 0.876  -0.003
H: -3.410 -3.253 -1.691  0.002
H: -2.702 -4.462 -0.589  -0.002
H: -1.985 -4.181 -2.198  -0.003
H: 3.761 0.790 0.739  -0.002
H: 2.341 1.789 0.315  0.002
H: 3.287 1.005 -0.960  0.003
H: 1.973 -0.226 2.588  0.000
H: 0.408 -0.944 2.191  0.003
H: 0.700 0.784 1.888  0.009
H: 3.639 -1.331 1.613  -0.002
H: 3.928 -1.894 -0.051  0.000
H: 2.746 -2.739 0.986  0.002
H: 2.321 -2.902 -5.338  -0.003
H: 1.592 -1.258 -5.431  0.006
H: 0.559 -2.688 -5.166  0.000
H: 2.653 -4.290 -3.147  -0.004
H: 0.997 -4.260 -2.453  -0.004
H: 2.381 -3.671 -1.473  -0.001
H: 3.982 -1.518 -3.813  -0.004
H: 3.801 -1.441 -2.028  0.001
H: 3.181 -0.113 -3.064  0.003
C: 1.983 3.140 -2.454  -0.003
C: 1.218 2.141 -3.057  0.007
C: 1.615 1.584 -4.262  -0.005
C: 2.838 1.940 -4.848  0.002
C: 3.633 2.916 -4.243  -0.001
C: 3.215 3.496 -3.042  -0.001
Se: 1.221 4.041 -0.937  -0.001
H: 1.745 5.326 -1.401  0.000
H: 0.286 1.844 -2.596  -0.006
H: 0.935 0.900 -4.776  0.003
H: 3.180 1.478 -5.767  0.000
H: 4.579 3.233 -4.699  0.000
H: 3.826 4.246 -2.534  0.000
C: -4.154 1.561 4.577  0.006
N: -3.350 1.720 3.381  0.259
N: -2.009 1.914 3.471  0.201
C: -1.527 2.416 2.255  -0.003
O: -0.324 2.603 1.999  0.363
C: -2.713 2.648 1.473  0.134
C: -3.793 2.243 2.206  -0.085
C: -5.236 2.298 1.880  0.004
C: -1.210 1.311 4.473  0.007
C: -1.519 0.026 4.928  0.039
C: -0.709 -0.582 5.885  -0.012
C: 0.430 0.093 6.367  0.059
C: 0.755 1.367 5.873  -0.027
C: -0.058 1.974 4.923  0.056
H: -3.764 0.761 5.200  0.001
H: -5.162 1.300 4.255  0.001
H: -4.205 2.480 5.177  0.015
H: -2.698 3.068 0.486  -0.004
H: -5.749 1.370 2.174  -0.004
H: -5.754 3.147 2.359  -0.006
H: -5.337 2.432 0.793  -0.001
H: -2.382 -0.519 4.527  -0.003
H: -0.963 -1.580 6.265  0.001
H: 1.072 -0.372 7.114  0.001
H: 1.643 1.890 6.226  0.000
H: 0.175 2.943 4.496  -0.005